[1]
Molecular formula: C37H35N4OS
Method: DFT, ωB97M-V/def2-TZVPD

Geometry as XYZ:
```
78
Properties=species:S:1:pos:R:3:forces:R:3:lowdin_charge:R:1
S 1.373 2.745 3.848 0.3 -0.2 -0.1 1.13
O -1.304 -1.104 -5.619 1.1 -0.3 1.6 0.09
N 0.119 1.922 1.427 0.8 0.2 1.0 -0.01
N -0.555 3.768 2.521 -0.1 0.1 0.1 -0.05
N -1.545 -1.426 -3.339 0.7 0.3 -0.8 -0.04
N 0.514 -0.824 -2.606 2.3 0.8 1.7 0.08
C 0.796 4.847 5.680 -0.1 0.0 -0.2 -0.08
C -1.235 5.728 3.914 0.2 -0.1 0.2 -0.01
C 1.012 2.291 -3.153 -0.3 -0.1 0.2 -0.05
C 1.934 -1.528 1.782 -0.3 -0.3 1.8 -0.22
C -1.472 3.719 1.388 -0.3 0.7 0.3 -0.09
C -1.517 2.858 -4.214 0.2 0.0 0.2 -0.05
C -0.386 -4.769 -0.735 0.1 -1.1 0.7 -0.22
C -0.532 -3.622 -1.613 -0.2 1.0 0.1 -0.02
C -1.020 2.449 0.663 0.1 -0.1 -0.1 -0.18
C -0.810 -2.378 -1.182 0.4 -0.7 0.0 -0.04
C 1.595 -0.450 2.629 0.2 -0.2 -0.4 -0.03
C -0.956 6.437 5.092 0.2 -0.4 -0.1 -0.07
C -0.834 -1.165 -4.485 -1.4 0.2 -0.6 -0.39
C 1.386 -0.390 -0.387 0.7 -0.6 2.1 -0.05
C 1.500 -0.438 -1.799 -1.5 -1.0 -2.7 0.03
C 1.231 0.311 -4.713 0.0 0.1 -0.2 -0.07
C 0.312 2.698 2.459 -1.5 0.4 -1.2 -0.56
C -0.098 -6.039 -1.287 -0.1 0.6 0.2 -0.03
C -1.064 3.531 -3.074 0.1 0.0 0.0 -0.08
C -2.984 -1.556 -3.336 -0.3 -0.1 0.3 0.01
C -0.469 4.598 3.634 0.0 -0.2 -0.2 -0.23
C -0.715 1.878 -4.795 -0.1 0.0 0.2 -0.03
C 0.219 3.281 -2.573 0.0 0.1 -0.1 -0.09
C 1.940 -1.829 4.577 0.0 -0.2 -0.4 -0.06
C 0.040 5.995 5.976 0.0 -0.2 -0.3 -0.08
C -0.507 -4.648 0.668 0.1 -0.4 -0.4 -0.04
C 0.550 4.159 4.496 -0.5 0.8 0.1 -0.44
C 2.021 -1.352 0.358 -0.5 0.8 -1.9 0.00
C 2.149 -2.949 3.751 -0.1 0.3 0.2 -0.07
C -0.820 -1.202 -2.099 -1.1 0.1 -0.2 -0.22
C 0.072 -7.151 -0.469 0.0 0.1 0.5 -0.07
C -0.047 -7.018 0.926 0.0 0.2 -0.4 -0.07
C 2.150 -2.802 2.368 0.0 0.6 -0.5 -0.04
C -0.339 -5.767 1.488 0.0 0.1 -0.3 -0.07
C 0.616 -0.928 -4.071 0.2 -0.5 -0.4 -0.14
C 1.633 -0.585 4.011 0.1 -0.5 0.1 -0.09
C 0.510 1.538 -4.213 0.2 0.3 -0.4 -0.23
H -2.021 6.034 3.221 0.2 0.0 0.3 0.11
H -1.713 4.255 -2.578 0.2 -0.1 -0.2 0.11
H 1.291 0.481 2.148 0.3 -0.4 0.3 0.05
H 1.570 4.478 6.348 -0.1 0.2 0.0 0.11
H -2.490 3.076 -4.650 0.2 0.0 0.2 0.11
H 0.612 3.842 -1.721 -0.2 -0.1 -0.3 0.11
H -0.714 2.669 -0.372 -0.1 -0.2 0.4 0.07
H -3.427 -0.697 -2.816 0.0 -0.1 -0.2 0.10
H -0.436 -5.653 2.570 0.0 -0.1 -0.3 0.11
H -0.017 -6.120 -2.374 0.0 -0.1 0.3 0.11
H 2.306 0.328 -4.495 -0.2 0.1 -0.1 0.12
H -1.276 -0.354 -1.556 0.4 0.0 -0.3 0.17
H 2.000 2.067 -2.743 -0.2 0.2 -0.1 0.11
H 0.232 6.546 6.899 0.0 -0.2 -0.3 0.11
H 2.281 -3.660 1.702 0.1 0.2 0.3 0.11
H -0.972 -2.143 -0.132 0.1 -0.2 -0.3 0.11
H -0.387 -3.799 -2.684 0.0 0.1 0.2 0.13
H 2.011 -1.931 5.661 -0.1 0.0 -0.3 0.11
H 1.175 -1.847 -4.335 -0.1 0.4 0.2 0.18
H -2.508 3.645 1.734 0.1 0.2 0.0 0.13
H 0.091 -7.886 1.571 -0.1 0.2 -0.2 0.11
H 0.861 0.448 0.093 -0.3 -0.3 -0.1 0.10
H -3.281 -2.465 -2.804 0.0 0.1 -0.1 0.10
H -1.049 1.327 -5.675 0.0 0.2 0.2 0.12
H 2.620 -2.088 -0.197 -0.3 0.1 0.3 0.14
H 1.423 0.275 4.651 0.1 -0.5 -0.2 0.05
H 2.449 -0.196 -2.289 -0.2 -0.3 -0.1 0.16
H -1.846 1.721 0.620 0.4 0.0 0.0 0.12
H -1.524 7.337 5.326 0.1 -0.3 -0.1 0.11
H -3.349 -1.600 -4.365 0.2 0.1 0.2 0.10
H 1.098 0.203 -5.799 0.1 0.0 0.3 0.14
H -0.730 -3.675 1.107 0.1 -0.4 0.0 0.10
H 2.311 -3.936 4.188 0.0 0.3 -0.1 0.11
H -1.353 4.610 0.760 -0.1 0.0 0.2 0.12
H 0.301 -8.123 -0.910 -0.1 0.3 0.2 0.11
```
Forces are in eV/Å.

## Properties
Orbital gap (eV): 6.30
Multiplicity: 1
HOMO energy (eV): -10.055
DFT total energy (a.u.): -2123.13580
Net charge: +1
Maximum force (eV/Å): 3.258


[2]
Molecular formula: C26H22MgN8S2Se2
Method: DFT, ωB97M-V/def2-TZVPD

Geometry as XYZ:
```
61
Properties=species:S:1:pos:R:3:forces:R:3:lowdin_charge:R:1
Se -0.139 1.268 -2.834 -0.1 0.3 0.0 0.92
Se 0.830 3.641 -0.357 0.0 0.2 -0.2 0.90
S -2.110 0.358 0.745 -0.1 0.5 -0.5 0.58
S -1.287 -2.327 1.700 0.3 -0.6 0.1 0.57
Mg 0.028 -0.687 0.474 -1.2 -0.4 0.6 0.24
N -4.680 1.229 3.148 -0.2 0.3 0.0 0.15
N 1.845 -0.016 -0.083 0.6 0.2 -0.3 0.10
N 8.385 1.869 -1.624 0.5 0.1 -0.1 0.07
N -3.600 -2.718 4.580 0.0 -0.2 0.2 0.15
N 0.364 -1.696 -1.347 0.5 0.0 -0.4 0.06
N 0.962 -2.718 -3.832 -0.3 -0.3 -0.2 0.11
N 0.830 0.288 2.272 0.3 0.3 0.0 0.07
N 1.346 2.486 3.860 -0.1 0.2 0.3 0.11
C 5.690 1.308 -1.184 0.6 0.1 -0.1 -0.17
C 6.208 2.580 -0.949 -0.1 -0.2 -0.1 0.00
C -0.477 -2.509 -1.960 -0.2 -0.2 -0.1 -0.07
C 1.797 -1.903 -3.219 0.2 0.3 0.6 -0.06
C 3.699 1.406 0.305 -0.1 -0.3 -0.3 0.07
C -1.732 0.487 -3.638 0.0 0.2 0.1 -0.37
C 6.566 0.333 -1.664 -0.1 0.2 0.1 -0.01
C -2.308 -0.953 1.853 -0.4 0.0 0.1 -1.17
C 1.514 -1.371 -1.956 -0.5 -0.8 -0.9 -0.23
C 2.362 -0.425 -1.236 0.9 0.6 0.2 -0.21
C 1.763 1.180 1.922 -0.2 0.5 0.9 -0.21
C 7.895 0.666 -1.862 -0.1 -0.3 -0.1 -0.13
C 0.457 1.572 4.216 0.0 -0.1 -0.1 -0.06
C -0.175 -3.022 -3.216 0.2 0.1 0.0 -0.08
C -3.265 -0.872 2.848 0.6 -0.1 -0.6 -0.42
C 4.305 0.938 -0.864 -0.5 -0.1 0.3 -0.12
C 7.556 2.800 -1.187 -0.2 0.2 0.1 -0.13
C -0.815 3.768 0.677 0.0 -0.1 -0.3 -0.38
C -0.917 3.063 -2.622 -0.1 -0.4 -0.2 -0.55
C 3.607 0.028 -1.661 -0.3 -0.1 0.2 0.08
C 0.196 0.463 3.418 -0.2 0.0 0.3 -0.07
C -4.058 0.273 3.003 -0.3 0.6 0.0 -0.28
C -3.450 -1.899 3.787 0.0 -0.5 0.4 -0.28
C 2.003 2.294 2.732 0.2 -0.4 -0.5 -0.08
C 0.088 4.071 -2.128 0.2 0.0 0.4 -0.56
C 2.462 0.884 0.669 0.6 0.1 -0.3 -0.23
H 8.003 3.768 -1.006 -0.1 0.2 0.0 0.11
H -2.032 1.113 -4.477 0.0 -0.1 0.0 0.02
H -0.065 1.734 5.147 -0.1 -0.1 0.1 0.12
H -1.433 2.889 0.504 0.0 0.1 0.1 -0.05
H 0.955 4.129 -2.794 -0.1 0.1 0.1 0.06
H 2.711 -1.671 -3.749 0.1 0.1 0.0 0.12
H -1.483 -0.512 -3.988 0.0 0.0 0.0 0.00
H 4.216 2.110 0.935 0.0 0.0 0.1 0.13
H -1.398 -2.738 -1.438 0.0 0.0 0.0 0.12
H -0.533 3.821 1.726 0.0 0.0 0.0 0.02
H -2.518 0.444 -2.885 0.0 -0.1 -0.1 0.03
H -1.332 4.678 0.386 -0.1 0.1 0.1 0.03
H 4.039 -0.316 -2.587 0.0 0.0 -0.1 0.12
H 2.727 3.052 2.466 0.1 0.0 -0.1 0.12
H -0.523 -0.296 3.699 -0.1 0.0 0.0 0.11
H -0.373 5.060 -2.049 0.1 -0.1 -0.1 0.07
H -0.848 -3.684 -3.743 -0.1 0.0 0.1 0.12
H -1.766 2.951 -1.944 0.1 0.1 -0.1 0.07
H -1.282 3.361 -3.608 0.0 0.0 0.1 0.07
H 6.221 -0.674 -1.837 0.0 -0.1 0.0 0.11
H 5.577 3.384 -0.601 -0.1 0.1 0.1 0.12
H 8.604 -0.070 -2.216 0.0 -0.1 0.0 0.11
```
Forces are in eV/Å.

## Properties
Orbital gap (eV): 5.40
Multiplicity: 1
HOMO energy (eV): -7.357
Energy relative to the best compared isomer or geometry (same formula, charge and spin) (kJ/mol): 17.6
DFT total energy (a.u.): -7241.45541
Net charge: 0
Maximum force (eV/Å): 1.409


[3]
Molecular formula: C26H82N4O13
Method: DFT, ωB97M-V/def2-TZVPD

Geometry as XYZ:
```
125
Properties=species:S:1:pos:R:3:forces:R:3:lowdin_charge:R:1
O 6.138 -13.177 19.538 0.3 0.5 0.3 -0.13
O 6.488 -12.772 15.245 0.0 0.1 -0.1 -0.05
O -0.106 -16.952 17.444 -0.2 -0.4 0.0 -0.16
O 9.215 -16.487 17.625 0.1 -0.1 0.2 -0.10
O 4.838 -16.791 21.191 -0.1 0.2 -0.1 -0.07
O 3.125 -20.191 13.571 0.0 0.1 -0.4 -0.07
O 4.859 -15.658 11.379 0.2 0.3 0.5 -0.10
O 4.863 -15.651 18.686 -0.1 0.2 0.0 -0.11
O 1.321 -10.584 17.648 0.7 0.6 0.2 -0.19
O 8.601 -16.664 14.908 -0.3 0.1 -0.1 -0.25
O 10.509 -10.882 16.951 -0.6 0.2 0.8 -0.19
O 6.556 -18.978 20.385 0.0 0.0 -0.1 -0.07
O 0.033 -15.435 13.906 0.0 -0.5 0.2 -0.09
N 4.890 -11.470 17.541 0.8 0.9 -0.5 0.04
N -2.632 -17.208 19.013 0.0 0.0 0.4 0.03
N 8.526 -13.721 17.721 -0.4 0.0 -0.8 0.03
N 7.705 -19.950 13.454 0.0 0.7 -0.2 0.04
C -1.362 -16.468 17.006 -1.0 -0.3 0.1 -0.21
C 2.701 -10.529 18.036 -0.9 -0.2 0.0 -0.20
C 7.643 -19.542 15.800 -0.1 0.4 0.5 -0.05
C 3.467 -11.481 17.162 0.4 -1.4 0.5 -0.40
C 11.275 -10.379 15.905 0.8 -0.7 -0.5 -0.14
C 7.711 -18.858 14.432 0.1 -0.5 0.6 -0.44
C 4.625 -16.773 12.273 -0.7 0.7 -1.5 -0.30
C 10.351 -12.300 16.906 1.4 0.8 -0.2 -0.18
C 0.991 -16.278 16.892 0.6 1.2 -0.3 -0.13
C 5.656 -16.395 17.745 -0.4 -0.3 1.1 -0.26
C 9.320 -15.535 14.411 -0.1 -0.8 0.0 -0.08
C -2.527 -17.347 17.568 1.2 0.8 -0.6 -0.43
C 5.245 -16.090 16.338 0.3 -0.2 -0.9 -0.07
C 5.959 -11.320 21.194 -0.5 0.1 -1.4 -0.08
C 2.643 -19.406 15.807 0.6 -0.4 0.0 -0.08
C 2.140 -14.198 13.928 0.7 -0.4 -0.1 -0.08
C 6.221 -12.778 20.904 -0.8 -1.0 1.2 -0.30
C 5.447 -17.935 11.761 0.5 -0.4 0.7 -0.08
C 1.152 -15.025 13.136 -0.7 1.1 -0.3 -0.31
C 0.462 -10.087 18.655 0.0 -0.2 0.3 -0.11
C 8.893 -17.905 14.268 0.4 0.9 0.0 -0.18
C 9.600 -12.787 18.150 -1.6 -0.8 -1.1 -0.38
C 3.035 -12.953 17.336 -0.5 0.6 -0.6 -0.04
C -3.841 -16.967 16.880 -0.4 -0.4 0.5 -0.07
C 10.519 -13.489 19.111 0.3 1.2 1.2 -0.06
C 3.337 -19.123 14.485 -0.1 -0.5 0.7 -0.33
H 9.985 -13.862 19.986 -0.2 -0.4 -0.3 0.08
H 5.463 -18.778 12.454 -0.3 -0.1 -0.2 0.05
H 2.855 -13.750 13.234 -0.1 0.3 0.0 0.08
H 10.007 -12.540 15.893 -0.9 -0.4 0.3 0.11
H 8.965 -14.712 15.025 0.3 0.2 -0.1 0.07
H 11.494 -9.322 16.036 -0.4 0.1 0.1 0.09
H 1.891 -16.342 17.505 -0.3 -0.4 0.4 0.08
H -4.204 -15.988 17.204 0.4 0.3 -0.2 0.07
H 0.342 -10.819 19.461 -0.2 -0.2 -0.1 0.09
H 6.498 -17.666 11.633 0.0 0.4 0.1 0.07
H 7.473 -18.867 16.642 0.1 0.2 -0.2 0.07
H 10.401 -15.683 14.477 0.1 0.1 0.4 0.10
H -4.667 -17.620 17.172 0.3 -0.3 0.2 0.07
H 6.818 -20.254 15.819 0.0 -0.1 -0.1 0.08
H 6.581 -10.698 20.545 0.4 0.2 0.5 0.08
H 2.949 -18.209 14.034 0.0 0.0 0.0 0.09
H 5.293 -14.789 18.807 -0.1 0.0 0.2 0.05
H 9.036 -11.953 18.576 0.8 0.4 0.4 0.14
H 5.435 -11.913 16.801 -0.3 -0.6 0.2 0.04
H 11.149 -12.709 19.553 0.3 -0.1 -0.2 0.09
H 4.754 -16.420 13.295 0.6 -0.2 0.0 0.10
H -0.496 -9.868 18.190 0.0 0.0 0.1 0.09
H 7.999 -13.260 16.981 0.3 -0.2 -0.4 0.05
H 6.816 -18.239 14.324 -0.1 -0.1 -0.3 0.10
H 1.562 -19.441 15.695 0.0 0.5 0.3 0.08
H 3.073 -18.712 16.533 -0.8 0.3 0.2 0.06
H 1.569 -15.881 12.609 0.0 -0.1 0.3 0.10
H 12.252 -10.881 15.855 0.1 0.0 0.1 0.09
H -2.897 -16.253 19.238 -0.3 0.0 -0.2 0.07
H 0.823 -9.196 19.178 0.2 0.3 -0.5 0.09
H 8.914 -16.618 16.712 0.1 0.1 0.2 -0.02
H 7.994 -19.564 12.562 0.0 -0.3 -0.2 0.06
H 5.444 -13.336 21.439 0.0 -0.1 0.1 0.11
H 11.166 -14.245 18.674 -0.3 -0.1 -0.2 0.09
H 9.015 -15.548 17.807 0.1 -0.1 -0.3 -0.03
H -1.712 -17.265 19.438 0.1 -0.4 -0.2 0.07
H -1.532 -15.460 17.401 0.2 0.3 -0.2 0.12
H 1.299 -16.564 15.883 -0.5 -0.5 -0.1 0.07
H 11.365 -12.722 16.902 0.1 -0.2 0.2 0.12
H 6.015 -11.090 22.254 0.3 0.1 0.0 0.08
H 3.298 -11.167 16.128 0.0 -0.1 -0.1 0.14
H 5.304 -15.036 16.059 0.3 0.1 0.2 0.05
H 3.216 -13.361 18.329 0.0 0.3 0.1 0.08
H 5.887 -16.664 15.662 0.1 0.2 -0.1 0.06
H 2.755 -10.793 19.095 0.3 -0.1 0.1 0.12
H 0.747 -14.328 12.392 0.3 -0.3 -0.4 0.11
H 7.145 -13.120 21.372 0.3 0.0 -0.5 0.11
H 4.391 -18.980 14.741 0.2 0.0 -0.5 0.10
H 8.392 -20.638 13.738 0.0 -0.1 -0.1 0.07
H 4.327 -16.253 21.800 0.0 -0.1 0.1 0.04
H -0.498 -14.651 14.067 -0.1 0.0 0.1 0.08
H 1.587 -13.431 14.470 0.2 0.1 0.0 0.08
H 3.127 -9.531 17.885 -0.2 0.3 0.2 0.13
H 10.820 -10.591 14.930 -0.2 0.3 0.0 0.08
H 5.475 -17.449 17.975 -0.1 0.0 -0.1 0.12
H 6.703 -16.260 18.024 0.2 0.2 -0.7 0.11
H 8.569 -20.071 16.036 0.0 -0.1 -0.2 0.09
H 4.943 -11.088 20.857 -0.1 0.0 0.2 0.06
H 5.116 -18.248 10.771 -0.3 -0.1 0.1 0.08
H 0.793 -15.203 16.796 -0.2 0.1 0.1 0.07
H 7.768 -13.815 18.394 0.5 0.1 0.7 0.06
H 3.930 -20.701 13.452 0.1 0.1 0.1 0.08
H -2.213 -18.356 17.296 -0.4 -0.3 0.3 0.14
H 5.975 -18.248 20.647 0.0 0.0 0.2 -0.02
H 5.284 -10.530 17.480 -0.3 0.2 0.4 0.09
H -3.803 -17.036 15.793 0.3 0.3 0.0 0.07
H 9.103 -17.633 13.227 -0.3 -0.5 -0.3 0.12
H 6.527 -11.903 14.830 0.1 0.0 -0.1 0.06
H 9.829 -18.294 14.684 0.0 -0.3 0.0 0.14
H 5.600 -12.510 19.072 0.0 0.1 -0.4 0.04
H 2.947 -20.380 16.198 0.1 -0.1 -0.3 0.08
H 1.973 -13.029 17.101 0.0 -0.2 0.0 0.07
H 4.414 -15.889 10.560 0.1 0.1 -0.1 0.08
H 2.771 -14.759 14.621 -0.4 -0.2 0.2 0.05
H -1.466 -16.465 15.918 0.4 0.1 -0.1 0.11
H 9.131 -15.371 13.345 -0.4 0.1 0.0 0.09
H 3.549 -16.939 12.167 0.0 -0.7 0.3 0.09
H 4.219 -16.392 16.112 -0.1 -0.1 0.3 0.06
H 6.447 -13.392 14.507 0.0 -0.1 0.0 0.05
H 4.738 -16.354 20.320 0.1 0.0 -0.1 0.01
H 6.866 -19.350 21.214 0.0 0.0 0.0 0.03
H 3.594 -13.569 16.632 0.0 -0.1 0.0 0.05
```
Forces are in eV/Å.

## Properties
Orbital gap (eV): 8.87
Multiplicity: 1
HOMO energy (eV): -8.959
Energy relative to the best compared isomer or geometry (same formula, charge and spin) (kJ/mol): 12.2
DFT total energy (a.u.): -2236.81093
Net charge: 0
Maximum force (eV/Å): 2.123